[1]
Formula: C4H9N3
Source: the Open Molecules 2025 dataset
Level of theory: ωB97M-V/def2-TZVPD

Geometry as XYZ:
```
16
Properties=species:S:1:pos:R:3
C -1.271 -0.233 1.111
C -1.513 0.068 -0.380
C -1.099 -1.307 0.078
C 1.765 0.777 -0.229
N -0.362 0.776 -1.138
N 0.648 -1.370 -0.926
N 0.814 0.011 -1.050
H -0.374 0.065 1.719
H -2.256 -0.325 1.529
H -2.487 0.356 -0.798
H -1.692 -2.183 -0.013
H 1.372 1.430 0.558
H 2.516 0.223 0.281
H 2.403 1.424 -0.736
H -0.714 0.982 -2.098
H 1.324 -1.719 -0.266
```

frontier orbital gap (spin up / spin down): 6.3 / 8.0 eV
F_max: 3.84 eV/A
charge: 0
energy relative to the best compared isomer or geometry (same formula, charge and spin): 69.7 kcal per mole
⟨S²⟩: 2.009
2S+1: 3

[2]
Formula: C3H7NO3
Source: the Open Molecules 2025 dataset
Level of theory: ωB97M-V/def2-TZVPD

Geometry as XYZ:
```
14
Properties=species:S:1:pos:R:3
C -2.152 1.549 -1.627
C -0.851 -0.904 0.950
C -1.067 0.607 1.109
N 2.161 -0.362 -0.058
O -3.187 1.855 -1.250
O -1.145 1.233 -1.993
O 0.001 1.105 0.607
H -1.662 -1.561 1.109
H -0.470 -0.931 -0.039
H 0.081 -1.241 1.426
H 2.100 -1.363 -0.387
H 2.731 -0.535 0.690
H 2.814 0.132 -0.723
H 0.646 0.417 0.186
```

frontier orbital gap: 8.3 eV
F_max: 5.35 eV/A
charge: 0
energy relative to the best compared isomer or geometry (same formula, charge and spin): 86.0 kcal per mole

[3]
Formula: C18H34F3NiO10S3
Source: the Open Molecules 2025 dataset
Level of theory: ωB97M-V/def2-TZVPD

Geometry as XYZ:
```
69
Properties=species:S:1:pos:R:3
Ni -20.883 11.463 -30.793
C -18.159 10.107 -29.001
O -18.248 9.303 -27.831
O -19.522 10.206 -29.554
C -17.020 11.214 -28.948
F -16.227 11.190 -27.848
F -16.196 11.189 -30.029
F -17.495 12.420 -28.926
C -18.294 9.932 -26.487
C -17.232 9.354 -25.489
H -17.180 10.080 -24.678
H -17.578 8.382 -25.137
H -16.306 9.306 -26.063
H -19.167 9.779 -25.853
H -18.308 11.022 -26.487
H -17.697 9.266 -29.518
O -22.537 10.284 -29.870
C -23.606 10.531 -30.759
C -23.529 11.971 -31.455
O -22.297 12.245 -32.099
H -24.543 10.358 -30.230
H -23.582 9.727 -31.494
H -23.645 12.804 -30.762
H -24.228 12.225 -32.252
C -16.456 10.540 -33.747
C -16.650 9.287 -32.802
C -18.013 8.633 -33.179
S -19.088 10.036 -33.588
O -20.012 10.201 -32.465
O -19.459 10.027 -34.989
C -17.725 11.347 -33.481
H -16.330 10.131 -34.749
H -15.517 11.059 -33.555
H -16.721 9.622 -31.767
H -15.766 8.678 -32.991
H -18.456 8.089 -32.345
H -18.042 7.990 -34.059
H -17.723 11.681 -32.444
H -17.971 12.092 -34.237
C -21.908 14.048 -25.648
C -20.470 13.710 -25.559
C -19.725 14.057 -26.847
S -21.085 13.924 -28.195
O -20.989 12.830 -29.129
O -21.257 15.269 -28.749
C -22.436 13.620 -27.014
H -22.163 15.093 -25.473
H -22.490 13.483 -24.919
H -20.351 12.631 -25.452
H -19.892 14.060 -24.704
H -18.960 13.355 -27.178
H -19.205 15.014 -26.904
H -22.670 12.557 -26.962
H -23.314 14.208 -27.283
C -19.845 16.875 -31.659
C -18.805 16.543 -30.530
C -18.038 15.224 -30.941
S -19.236 14.366 -32.140
O -19.726 13.118 -31.473
O -18.682 14.462 -33.484
C -20.586 15.628 -32.084
H -19.313 17.315 -32.502
H -20.534 17.650 -31.322
H -19.308 16.515 -29.563
H -18.230 17.444 -30.314
H -18.063 14.624 -30.031
H -17.008 15.077 -31.266
H -21.172 15.270 -31.238
H -21.342 15.522 -32.863
```

frontier orbital gap (spin up / spin down): 5.3 / 5.2 eV
F_max: 4.62 eV/A
charge: -1
energy relative to the best compared isomer or geometry (same formula, charge and spin): 4.1 kcal per mole
⟨S²⟩: 2.004
2S+1: 3

[4]
Formula: C44H36BrN4SSbSe4TeTi
Source: the Open Molecules 2025 dataset
Level of theory: ωB97M-V/def2-TZVPD

Geometry as XYZ:
```
93
Properties=species:S:1:pos:R:3
Ti 0.311 -1.709 -0.517
C 3.498 1.850 0.012
C 3.824 0.697 -0.902
C 4.606 0.880 -2.036
C 4.887 -0.213 -2.835
C 4.441 -1.468 -2.451
C 3.651 -1.554 -1.320
N 3.328 -0.492 -0.576
C 3.107 -2.857 -0.829
C 3.746 -4.013 -0.999
C 3.224 -5.224 -0.371
C 2.159 -5.149 0.443
C 1.483 -3.893 0.641
N 1.925 -2.780 -0.096
C 0.418 -3.665 1.498
C -0.167 -4.721 2.282
C -1.153 -4.441 3.152
C -1.583 -3.077 3.312
C -1.049 -2.104 2.539
C -1.470 -0.676 2.713
N -0.089 -2.348 1.565
H 4.411 2.301 0.409
H 2.891 1.493 0.843
H 2.943 2.625 -0.524
H 4.931 1.877 -2.315
H 5.404 -0.096 -3.778
H 4.613 -2.330 -3.076
H 4.646 -4.043 -1.596
H 3.715 -6.175 -0.538
H 1.797 -6.040 0.938
H 0.183 -5.735 2.156
H -1.607 -5.232 3.739
H -2.345 -2.813 4.034
H -1.935 -0.537 3.690
H -2.192 -0.368 1.955
H -0.606 -0.018 2.634
Br -1.842 -0.244 -0.889
C -2.953 -1.680 -0.255
C -4.168 -1.388 0.262
C -5.027 -2.463 0.626
C -4.638 -3.745 0.398
C -3.367 -4.045 -0.159
C -2.979 -5.374 -0.471
C -1.776 -5.596 -1.065
C -0.852 -4.538 -1.280
C -1.127 -3.251 -0.917
C -2.452 -3.003 -0.445
H -4.489 -0.360 0.374
H -5.997 -2.247 1.057
H -5.311 -4.566 0.623
H -3.659 -6.191 -0.255
H -1.497 -6.604 -1.351
H 0.107 -4.768 -1.727
S 0.636 1.621 -2.212
C 0.391 3.024 -3.104
N 0.905 3.044 -4.363
C 0.774 4.055 -5.239
C 0.131 5.206 -4.900
C -0.441 5.256 -3.608
C -0.340 4.211 -2.746
H 1.347 2.128 -4.722
H 1.199 3.859 -6.215
H 0.040 6.019 -5.605
H -0.988 6.144 -3.304
H -0.805 4.234 -1.771
Se 2.974 -3.464 -5.417
Sb 1.529 -1.500 -5.198
Se 0.666 -1.671 -2.740
Se 2.866 0.602 -5.466
Se -0.554 -1.494 -6.448
Te -0.385 2.533 0.940
C -2.212 2.783 2.012
C -2.287 2.931 3.396
C -3.515 3.136 4.019
C -4.683 3.187 3.267
C -4.617 3.029 1.890
C -3.388 2.834 1.265
C 0.675 3.928 2.143
C 1.245 3.547 3.360
C 1.916 4.478 4.149
C 2.041 5.793 3.720
C 1.499 6.176 2.501
C 0.819 5.250 1.715
H -1.386 2.893 3.997
H -3.556 3.250 5.096
H -5.637 3.351 3.753
H -5.520 3.070 1.293
H -3.347 2.718 0.189
H 1.172 2.517 3.686
H 2.346 4.170 5.094
H 2.569 6.515 4.331
H 1.604 7.198 2.157
H 0.399 5.551 0.763
```

frontier orbital gap (spin up / spin down): 4.0 / 4.0 eV
F_max: 2.79 eV/A
charge: -2
energy relative to the best compared isomer or geometry (same formula, charge and spin): 11.5 kcal per mole

[5]
Formula: C21H24CoN4S2
Source: the Open Molecules 2025 dataset
Level of theory: ωB97M-V/def2-TZVPD

Geometry as XYZ:
```
52
Properties=species:S:1:pos:R:3
Co 0.425 0.446 -0.503
C 1.276 0.698 2.618
N 1.828 0.326 1.300
C 2.296 -1.056 1.297
C 1.094 -1.986 1.278
N 0.082 -1.595 0.244
C -1.275 -1.581 0.832
C 0.188 -2.460 -0.912
C -0.509 -3.653 -0.988
C -0.342 -4.502 -2.075
C 0.540 -4.179 -3.101
C 1.249 -3.001 -3.038
C 1.076 -2.109 -1.961
S 1.923 -0.618 -2.000
C 2.789 1.325 0.884
C 4.157 1.149 1.016
C 5.025 2.156 0.617
C 4.515 3.339 0.103
C 3.147 3.513 -0.031
C 2.260 2.509 0.346
S 0.513 2.675 0.111
H 2.040 0.579 3.392
H 0.417 0.077 2.868
H 0.943 1.732 2.586
H 2.909 -1.298 2.174
H 2.916 -1.214 0.413
H 0.591 -1.972 2.244
H 1.419 -3.014 1.103
H -1.485 -2.479 1.419
H -2.012 -1.504 0.036
H -1.363 -0.716 1.489
H -1.180 -3.941 -0.191
H -0.894 -5.431 -2.111
H 0.671 -4.849 -3.938
H 1.940 -2.727 -3.824
H 4.553 0.235 1.439
H 6.093 2.018 0.717
H 5.186 4.131 -0.201
H 2.750 4.431 -0.446
N -3.767 2.372 -4.711
C -2.882 1.865 -3.829
C -1.498 2.022 -4.004
C -0.637 1.496 -3.076
N -1.034 0.809 -1.992
C -2.357 0.660 -1.827
C -3.300 1.155 -2.692
H -3.458 2.906 -5.503
H -4.755 2.292 -4.557
H -1.105 2.568 -4.850
H 0.430 1.642 -3.189
H -2.676 0.125 -0.943
H -4.351 1.002 -2.489
```

frontier orbital gap (spin up / spin down): 7.8 / 4.3 eV
F_max: 0.66 eV/A
charge: +1
⟨S²⟩: 6.032
2S+1: 5

[6]
Formula: C3H15NO3S
Source: the Open Molecules 2025 dataset
Level of theory: ωB97M-V/def2-TZVPD

Geometry as XYZ:
```
23
Properties=species:S:1:pos:R:3
N 0.901 1.468 -0.832
C 1.127 0.085 -1.189
C 1.651 -0.841 -0.072
C 1.034 -2.202 -0.221
S -0.670 -2.325 0.233
H 1.683 2.106 -0.763
H 0.329 1.734 -0.044
H 0.133 -0.217 -1.585
H 1.771 0.004 -2.077
H 2.720 -0.801 0.017
H 1.248 -0.327 0.821
H 1.591 -2.945 0.349
H 1.241 -2.601 -1.244
H -1.231 -2.025 -0.956
O -4.049 0.223 -0.795
H -4.027 0.981 -0.207
H -4.903 -0.215 -0.783
O -2.140 2.946 -0.404
H -1.904 2.364 -1.140
H -1.393 3.561 -0.428
O 1.599 -0.136 3.394
H 1.126 -0.904 3.763
H 2.165 0.067 4.163
```

frontier orbital gap: 9.3 eV
F_max: 2.63 eV/A
charge: 0
energy relative to the best compared isomer or geometry (same formula, charge and spin): 14.6 kcal per mole